The following is a quantum chemistry calculation of CHBrClNO2 in the gas phase in a non-equilibrium geometry, from the OMol25 dataset.

```
! wB97M-V def2-TZVPD RIJCOSX def2/J DEFGRID3
* xyz 0 1
O -0.498 -0.316 1.668
N -0.761 -0.318 0.513
O -1.689 -0.678 -0.093
C 0.441 0.250 -0.271
Cl -0.249 1.652 -1.228
Br 1.486 -1.227 -1.099
H 1.269 0.637 0.510
*
```

Calculated values
**Frontier orbital gap**: 10.78 eV
**SMILES**: O=[N+]([O-])[C@H](Cl)Br
**DFT total energy**: -3278.01185 Eh
**Max |F|**: 4.23 eV/Å
**Relative energy (zero: lowest compared OMol25 entry of this formula, charge and spin)**: 0.353 eV
**Lowest unoccupied orbital energy**: -0.504 eV
**HOMO**: -11.289 eV

Here is what natural (NBO) gives for the atomic charges, in e: O -0.351; N 0.522; O -0.316; C -0.232; Cl 0.018; Br 0.085; H 0.275

---

The following is a quantum chemistry calculation of a molecular structure, C5H7CdO3 in a non-equilibrium geometry, from the OMol25 dataset.

```
! wB97M-V def2-TZVPD RIJCOSX def2/J DEFGRID3
* xyz 2 2
O 1.422 0.522 0.028
Cd 2.417 2.361 -0.264
O 0.421 2.370 -0.412
C 0.253 1.194 -0.049
O -0.821 0.550 0.162
C 1.482 -0.935 0.269
C 2.852 -1.409 0.019
H 1.156 -1.102 1.302
H 0.751 -1.382 -0.422
H 3.243 -2.249 0.591
H 3.401 -1.051 -0.853
C -2.418 0.630 -0.664
C -3.495 0.228 0.070
H -4.467 0.616 -0.266
H -3.350 0.460 1.143
H -2.845 -0.804 -0.655
*
```

Calculated values
**Frontier orbital gap (spin up / spin down)**: 4.83 / 6.06 eV
**DFT total energy**: -587.19267 Eh
**Max |F|**: 4.51 eV/Å
**Relative energy (zero: lowest compared OMol25 entry of this formula, charge and spin)**: 2.494 eV
**Lowest unoccupied orbital energy (spin up / spin down)**: -11.356 / -11.396 eV
**HOMO (spin up / spin down)**: -16.190 / -17.455 eV
**⟨S²⟩**: 0.75

These are the natural (NBO) partial charges, in e, on atoms 1 to 8: O -0.650; Cd 1.774; O -0.765; C 1.018; O -0.586; C -0.169; C -0.266; H 0.241